Entry 1:
Computed, not measured: a single C16H20N2O6 molecule, with the ωB97M-V functional and the def2-TZVPD basis.

- Multiplicity: 1
- HOMO-LUMO gap: 8.78 eV
- Highest occupied orbital energy: -8.60 eV
- Total charge: 0

The geometry in XYZ format:
```
44
Properties=species:S:1:pos:R:3:lowdin_charge:R:1
C 3.389 4.161 -0.031 -0.051
C 1.971 4.658 -0.287 -0.222
O 1.001 3.903 0.425 -0.021
C 0.748 2.603 0.165 -0.177
C 0.108 1.940 1.208 0.077
C -0.261 0.609 1.106 -0.174
N -0.896 -0.059 2.131 0.186
C -1.267 -1.369 2.083 -0.443
O -1.840 -1.882 3.032 0.060
N -0.967 -2.052 0.931 0.085
C -1.305 -3.472 0.851 -0.110
C -2.651 -3.711 0.166 -0.139
C -3.867 -3.317 1.015 -0.093
C -4.072 -4.330 2.138 -0.552
O -4.743 -5.316 1.993 0.102
O -3.444 -4.082 3.282 0.107
C -0.335 -1.499 -0.188 -0.356
O -0.112 -2.179 -1.167 0.099
C 0.022 -0.092 -0.065 -0.066
C 0.654 0.566 -1.121 0.066
C 1.014 1.897 -1.041 -0.176
O 1.587 2.590 -2.067 -0.080
C 2.002 1.911 -3.240 -0.227
C 3.278 1.101 -3.036 -0.056
H 4.099 4.827 -0.512 0.081
H 3.592 4.140 1.037 0.082
H 3.520 3.159 -0.431 0.064
H 1.752 4.669 -1.356 0.115
H 1.849 5.668 0.115 0.126
H -0.094 2.502 2.107 0.131
H -1.112 0.433 2.987 0.171
H -1.287 -3.887 1.860 0.129
H -0.519 -3.941 0.253 0.129
H -2.728 -4.771 -0.079 0.128
H -2.662 -3.150 -0.771 0.117
H -4.756 -3.347 0.384 0.123
H -3.754 -2.310 1.418 0.111
H -2.907 -3.258 3.269 0.063
H 0.833 -0.019 -2.008 0.120
H 1.194 1.281 -3.628 0.120
H 2.184 2.717 -3.956 0.127
H 3.132 0.318 -2.296 0.072
H 3.568 0.642 -3.977 0.081
H 4.082 1.751 -2.700 0.077
```

***

Entry 2:
Computed, not measured: a single C16H20N2O6S molecule, with the ωB97M-V functional and the def2-TZVPD basis.

- Multiplicity: 1
- HOMO-LUMO gap: 9.35 eV
- Highest occupied orbital energy: -8.84 eV
- Total charge: 0

The geometry in XYZ format:
```
45
Properties=species:S:1:pos:R:3:lowdin_charge:R:1
C 1.341 2.608 5.060 -0.059
C 1.719 2.497 3.590 -0.210
O 1.382 1.211 3.064 -0.013
C 0.122 1.030 2.652 -0.471
O -0.715 1.894 2.656 0.127
C -0.094 -0.380 2.144 -0.199
C 0.395 -1.433 3.145 -0.137
C 0.229 -2.826 2.542 -0.160
C 0.999 -2.916 1.226 -0.194
N 0.574 -1.892 0.291 -0.227
S -0.874 -2.222 -0.500 0.688
O -0.850 -3.611 -0.850 -0.273
O -2.022 -1.728 0.210 -0.280
C -0.660 -1.236 -1.977 -0.283
C 0.361 -1.550 -2.853 -0.048
C 0.525 -0.799 -4.003 0.027
C -0.337 0.258 -4.275 -0.198
C -1.385 0.551 -3.389 -0.147
C -1.535 -0.199 -2.232 0.014
N -2.280 1.563 -3.726 0.163
C -2.107 2.395 -4.786 -0.446
O -2.923 3.222 -5.112 0.093
C -0.759 2.242 -5.483 -0.060
O -0.173 0.955 -5.428 0.002
C 0.663 -0.552 0.814 -0.143
H 1.664 3.570 5.447 0.078
H 0.263 2.527 5.172 0.077
H 1.818 1.816 5.632 0.078
H 1.201 3.265 3.006 0.122
H 2.798 2.587 3.451 0.123
H -1.162 -0.515 1.952 0.139
H -0.176 -1.353 4.071 0.126
H 1.447 -1.251 3.373 0.121
H -0.827 -3.017 2.342 0.115
H 0.596 -3.585 3.236 0.117
H 0.825 -3.873 0.735 0.112
H 2.072 -2.786 1.397 0.133
H 1.009 -2.380 -2.625 0.120
H 1.307 -1.018 -4.713 0.125
H -2.335 -0.002 -1.535 0.124
H -3.122 1.665 -3.175 0.170
H -0.078 2.981 -5.030 0.147
H -0.875 2.486 -6.541 0.142
H 0.257 0.122 0.057 0.129
H 1.723 -0.318 0.966 0.142
```

***

Entry 3:
Computed, not measured: a molecular structure, C16H20N3OSe5Si2V, with the ωB97M-V functional and the def2-TZVPD basis.

- Multiplicity: 3
- HOMO-LUMO gap (spin up / spin down): 6.66 / 5.91 eV
- Highest occupied orbital energy (spin up / spin down): -7.61 / -7.96 eV
- Total charge: 0

The geometry in XYZ format:
```
48
Properties=species:S:1:pos:R:3:lowdin_spin:R:1
V -0.307 0.969 1.966 0.034
Se 1.743 -0.134 1.777 0.053
Se 0.896 -1.730 5.092 0.711
Se 1.105 0.411 5.693 0.221
Se -0.598 1.546 4.553 -0.019
C 0.543 -3.372 1.694 0.008
Si 1.570 -2.155 0.748 0.006
C 3.335 -2.731 0.825 0.000
C 1.020 -2.191 -1.040 0.001
C 1.317 -3.438 -1.613 0.000
C 1.103 -3.714 -2.953 0.000
C 0.588 -2.723 -3.768 0.000
C 0.263 -1.492 -3.219 0.000
C 0.447 -1.195 -1.857 0.002
Si -0.032 0.583 -1.484 0.012
C -1.505 1.031 -2.522 0.000
C 1.421 1.685 -1.861 0.003
H 0.553 -4.326 1.157 0.000
H -0.499 -3.075 1.800 0.004
H 0.960 -3.538 2.688 0.004
H 3.486 -3.700 0.343 0.000
H 3.642 -2.820 1.870 0.000
H 3.987 -2.002 0.341 0.000
H 1.740 -4.226 -0.997 0.000
H 1.350 -4.688 -3.357 0.000
H 0.430 -2.905 -4.823 0.000
H -0.144 -0.745 -3.887 0.000
H -1.354 0.859 -3.587 0.000
H -1.747 2.089 -2.398 0.000
H -2.372 0.447 -2.203 0.000
H 1.141 2.503 -2.530 0.000
H 2.215 1.111 -2.344 0.000
H 1.833 2.111 -0.945 0.000
Se -1.914 -0.797 2.194 0.410
N -0.601 0.900 0.166 0.107
C -1.438 2.011 0.460 0.059
C -1.184 3.311 -0.072 -0.008
C -2.013 4.357 0.175 0.049
C -3.165 4.156 0.978 -0.012
C -3.436 2.944 1.524 0.038
C -2.574 1.819 1.320 0.013
N -2.910 0.672 1.974 0.275
H -0.300 3.444 -0.684 -0.001
H -1.794 5.334 -0.233 0.003
H -3.839 4.984 1.161 -0.002
H -4.311 2.780 2.138 0.002
O 0.965 3.335 2.885 0.015
N 0.389 2.301 2.855 0.012
```

***

Entry 4:
Computed, not measured: a single C16H20N4O3S molecule, with the ωB97M-V functional and the def2-TZVPD basis.

- Multiplicity: 1
- HOMO-LUMO gap: 8.28 eV
- Highest occupied orbital energy: -8.03 eV
- Total charge: 0

The geometry in XYZ format:
```
44
Properties=species:S:1:pos:R:3:lowdin_charge:R:1
C -2.606 -3.495 2.110 -0.105
O -1.928 -3.008 0.983 -0.174
C -2.790 -2.568 -0.037 -0.205
C -1.929 -2.094 -1.209 -0.077
N -1.019 -1.059 -0.791 0.059
C -1.254 0.185 -0.294 -0.211
C -2.507 0.901 -0.247 -0.248
C -2.616 2.090 0.537 -0.131
C -3.839 2.658 0.468 -0.397
S -4.903 1.778 -0.561 1.003
C -3.681 0.623 -0.896 -0.376
N -0.144 0.759 0.163 0.210
C 0.836 -0.139 -0.032 -0.210
C 0.327 -1.289 -0.622 -0.059
C 1.160 -2.402 -0.962 -0.395
O 0.858 -3.434 -1.528 0.071
N 2.471 -2.151 -0.565 0.214
C 3.023 -1.029 0.033 -0.466
O 4.201 -0.979 0.307 0.086
N 2.152 0.003 0.289 0.055
C 2.652 1.238 0.862 -0.114
C 3.340 2.128 -0.181 -0.405
C 2.375 2.497 -1.303 -0.069
C 3.875 3.381 0.507 -0.075
H -3.237 -2.718 2.560 0.091
H -1.843 -3.802 2.821 0.091
H -3.236 -4.356 1.853 0.090
H -3.444 -3.386 -0.375 0.133
H -3.427 -1.749 0.337 0.115
H -2.559 -1.747 -2.031 0.123
H -1.312 -2.928 -1.553 0.123
H -1.792 2.466 1.113 0.108
H -4.194 3.544 0.955 0.064
H -3.914 -0.173 -1.572 0.059
H 3.136 -2.893 -0.751 0.169
H 3.367 0.975 1.645 0.133
H 1.792 1.755 1.292 0.126
H 4.182 1.566 -0.599 0.134
H 2.057 1.614 -1.852 0.073
H 1.490 2.982 -0.897 0.078
H 2.855 3.176 -2.005 0.077
H 3.057 3.954 0.939 0.081
H 4.395 4.011 -0.210 0.077
H 4.571 3.116 1.299 0.077
```

***

Entry 5:
Computed, not measured: a single C16H20N4O4 molecule, with the ωB97M-V functional and the def2-TZVPD basis.

- Multiplicity: 1
- HOMO-LUMO gap: 8.32 eV
- Highest occupied orbital energy: -7.81 eV
- Total charge: 0

The geometry in XYZ format:
```
44
Properties=species:S:1:pos:R:3:lowdin_charge:R:1
N -3.992 0.471 2.324 0.177
C -3.024 -0.030 1.541 -0.427
O -3.191 -0.571 0.396 -0.011
C -1.547 0.295 2.150 -0.096
C -1.193 1.717 2.174 -0.158
C -0.878 2.369 0.767 -0.175
N -1.815 1.982 -0.400 0.081
C 0.512 1.964 0.250 -0.411
O 1.376 2.136 1.102 0.048
N 0.629 1.598 -1.080 0.162
C 1.814 0.812 -1.500 -0.216
C 1.327 -0.379 -2.363 -0.138
C 0.285 -1.117 -1.800 -0.153
C -0.758 -1.940 -2.289 -0.050
N -1.111 -2.797 -1.373 0.096
C -0.497 -2.544 -0.210 -0.308
C -0.678 -3.085 0.951 -0.079
C 0.234 -2.957 1.935 -0.125
C 1.377 -2.157 1.816 -0.088
C 1.497 -1.356 0.663 -0.006
C 0.441 -1.537 -0.311 -0.062
C 3.103 1.536 -1.814 -0.475
O 3.410 1.635 -2.967 0.128
O 3.762 2.083 -0.782 0.119
H -4.876 0.619 1.918 0.097
H -4.058 0.317 3.281 0.091
H -1.071 -0.338 1.396 0.094
H -1.477 -0.016 3.133 0.095
H -0.421 1.955 2.885 0.111
H -1.984 2.166 2.730 0.099
H -0.793 3.447 0.946 0.147
H -2.459 2.697 -0.580 0.050
H -2.346 1.143 -0.314 0.026
H -0.162 1.413 -1.567 0.068
H 2.049 0.292 -0.599 0.054
H 2.200 -0.981 -2.632 0.139
H 1.312 0.043 -3.386 0.135
H -1.185 -1.808 -3.372 0.168
H -1.719 -3.558 -1.549 0.160
H -1.554 -3.670 1.289 0.136
H 0.046 -3.407 2.926 0.111
H 1.777 -2.031 2.863 0.119
H 2.492 -0.761 0.507 0.143
H 3.302 1.900 0.091 0.121
```

***

no.,calculated total energy (Eh),largest force on an atom (eV/A)
1,-1182.7306,0.83
2,-1580.8647,1.09
3,-14391.3461,1.57
4,-1464.6944,1.55
5,-1141.5955,7.08